21
Properties=species:S:1:pos:R:3:forces:R:3 method="wB97M-V/def2-TZVPD" e_homo_ha="-0.442 / -0.442" smiles="C#[N+]CCN(C=O)c1ncc[nH]1" de_lowest_kcal_mol=29.6 total_energy_ha=-566.0450 max_force_ev_per_a=5.044 charge=+1
C -1.80836 -0.34470 1.23460 -2.06 1.68 -1.28
N -1.89205 0.66390 0.65092 -1.48 -3.27 3.54
C -1.22374 1.74083 0.18118 -1.30 0.92 -0.72
C 0.17078 1.44616 0.54593 3.51 1.29 0.21
N 0.61512 0.11327 0.72790 0.43 -0.03 1.02
C 0.95954 -0.40766 1.99681 -1.99 1.01 0.95
O 1.23355 -1.54624 2.23369 0.60 0.30 -0.42
C 0.69086 -0.64237 -0.39287 1.55 -2.16 -2.18
N 0.04237 -0.34498 -1.47347 -1.81 1.40 0.43
C 0.26579 -1.30154 -2.40630 1.30 -0.48 0.27
C 1.20813 -2.13279 -1.86949 -1.42 1.10 0.15
N 1.46848 -1.77506 -0.57840 -3.49 2.54 -1.99
H -2.39881 -1.13484 1.68063 0.74 -0.46 0.15
H -1.43984 2.68977 0.66270 -0.77 -0.05 0.03
H -1.55117 1.71557 -0.82522 0.74 0.71 -1.58
H 0.71690 2.00894 -0.24045 0.38 -0.57 0.63
H 0.34708 1.88454 1.52161 0.07 0.55 0.05
H 0.64620 0.35333 2.79583 0.95 -0.66 -0.66
H -0.19827 -1.33877 -3.39256 0.19 0.15 0.54
H 1.49932 -3.03275 -2.20735 1.42 -2.78 -1.27
H 2.22701 -2.04822 -0.08391 2.45 -1.18 2.15

107
Properties=species:S:1:pos:R:3:forces:R:3 method="wB97M-V/def2-TZVPD" e_homo_ha=-0.471 total_energy_ha=-2277.1785 max_force_ev_per_a=3.214 charge=+1
C -0.11603 -1.57567 4.19357 -0.66 1.12 -0.75
C 0.36326 -1.63134 3.08248 0.20 -0.28 0.10
N 0.95999 -1.74997 1.73542 -1.06 0.33 2.67
C 0.22092 -0.77479 0.84886 -1.26 2.42 -1.69
C -0.81953 -1.35707 -0.17043 -1.18 0.23 -0.17
C -2.17248 -1.93240 0.48892 0.50 -0.50 -0.54
C -3.41560 -0.98190 0.31509 -1.39 1.42 0.15
O -3.35701 0.22128 0.14662 0.96 -1.94 -0.04
O -4.70900 -1.53069 0.34705 2.39 0.18 1.04
C -4.94932 -2.31150 1.54773 -1.46 -1.66 0.23
C -5.32884 -3.80483 1.09346 -0.62 0.38 0.23
C 0.91876 -3.20888 1.39236 0.80 -2.56 0.20
C 1.84916 -3.72946 0.21993 -0.11 -0.74 -0.11
O 1.14620 -4.17240 -0.95838 0.00 0.90 0.99
C 2.99335 -2.76931 -0.26188 2.05 -1.11 -2.03
F 3.76359 -3.51173 -1.16757 -1.40 1.33 1.60
F 3.89823 -2.42984 0.75324 -2.24 0.07 -1.42
F 2.56981 -1.66277 -0.98589 0.58 -1.47 1.99
H -0.74449 -1.21658 5.05458 1.25 -0.96 -1.10
H 1.93055 -1.39163 1.86410 -0.29 -0.46 -0.32
H -0.34250 -0.05766 1.52981 0.79 -1.05 -0.74
H 0.96973 -0.10987 0.30771 -0.70 -1.23 0.67
H -0.43352 -2.13771 -0.88259 0.07 0.93 0.83
H -1.15661 -0.48587 -0.82473 0.72 -0.92 0.89
H -2.40545 -2.91195 -0.04461 0.05 1.16 0.90
H -1.97464 -2.15388 1.57841 -0.58 0.21 -1.05
H -4.12146 -2.27437 2.31134 -0.57 0.04 -1.05
H -5.86782 -1.88048 2.06302 1.28 -0.26 -0.77
H -6.45367 -3.91273 1.19330 1.36 -0.01 -0.17
H -4.85991 -4.59982 1.73879 -0.35 0.85 -0.73
H -5.10431 -3.97307 -0.00631 -0.03 0.25 1.43
H 1.26123 -3.75351 2.33355 -0.35 0.92 -1.17
H -0.12750 -3.62003 1.21842 1.13 1.21 0.23
H 2.37179 -4.66941 0.59938 -0.36 1.44 -0.20
H 0.18863 -4.22412 -0.78578 0.60 -0.01 -0.08
C 0.80546 2.50545 -2.30466 -0.03 0.07 -0.09
C 2.21800 2.89911 -2.72523 -0.26 -0.18 -0.11
C 3.14495 3.15317 -1.53308 -0.36 0.59 0.06
C 2.61025 4.27034 -0.70328 0.28 -0.08 0.15
N 2.19678 5.13940 -0.06785 0.17 -0.56 -0.39
H 0.31597 3.30207 -1.73992 0.03 -0.06 -0.01
H 0.18857 2.30632 -3.18308 0.00 0.00 0.10
H 0.81859 1.60118 -1.68540 0.00 -0.01 0.00
H 2.16495 3.79460 -3.35022 0.09 -0.06 0.07
H 2.64108 2.10136 -3.34185 0.10 0.09 0.05
H 4.14424 3.41817 -1.88540 -0.04 0.06 0.14
H 3.23189 2.25620 -0.91367 -0.03 0.10 0.07
C -1.28594 5.18974 0.84731 0.04 0.07 0.04
C -2.76856 4.87130 0.97493 0.20 0.26 0.08
C -3.15261 3.57777 0.25395 0.05 0.38 -0.50
C -2.85269 3.69142 -1.20201 -0.13 -0.31 0.01
N -2.62447 3.77932 -2.33001 -0.09 -0.01 0.82
H -0.99799 5.35525 -0.19330 0.01 -0.05 0.05
H -1.04116 6.09944 1.39854 0.05 -0.10 -0.03
H -0.67565 4.37506 1.24813 0.04 0.08 -0.04
H -3.34874 5.70846 0.57635 -0.06 -0.14 0.02
H -3.02581 4.77916 2.03359 -0.10 -0.08 -0.09
H -4.21850 3.37772 0.38147 0.08 -0.12 -0.15
H -2.59792 2.73198 0.66630 -0.05 -0.01 -0.15
C 7.81159 0.66325 2.42360 0.03 -0.02 -0.02
C 7.19238 0.03937 1.17730 0.27 -0.08 0.29
C 6.03247 0.86412 0.61213 -0.38 -0.16 0.63
C 4.94065 0.97685 1.63411 -0.04 0.16 -0.31
N 4.09993 1.06083 2.42290 0.44 -0.32 -0.65
H 7.09236 0.72498 3.24405 0.01 0.05 -0.06
H 8.65048 0.05918 2.77360 -0.01 0.12 -0.03
H 8.18222 1.67001 2.21495 0.01 -0.07 0.08
H 6.84533 -0.96983 1.41984 -0.04 0.05 -0.14
H 7.96356 -0.06218 0.40964 -0.16 0.02 -0.06
H 5.63347 0.38503 -0.28513 -0.14 0.10 0.08
H 6.37242 1.86570 0.33810 -0.13 0.00 0.11
C 7.69598 -1.29982 6.03994 -0.03 -0.08 -0.03
C 8.60069 -0.95579 7.21837 -0.12 -0.26 -0.13
C 8.79957 0.55163 7.39628 0.37 -0.02 -0.56
C 9.43519 1.13049 6.17699 -0.02 0.27 0.16
N 9.92760 1.57827 5.23422 -0.37 -0.39 0.56
H 8.12421 -0.96427 5.09249 -0.02 0.05 0.08
H 7.55949 -2.38119 5.96923 -0.03 0.06 0.02
H 6.71034 -0.83928 6.15470 0.05 -0.02 -0.03
H 9.56962 -1.44248 7.07558 -0.03 0.10 0.09
H 8.16600 -1.36777 8.13279 0.09 0.11 0.02
H 9.44139 0.74688 8.25777 -0.01 0.11 -0.12
H 7.84141 1.04757 7.56859 0.09 0.05 -0.08
C -3.06356 2.22852 -5.25010 0.07 0.16 -0.07
C -4.53993 1.88568 -5.09749 0.23 0.23 0.12
C -4.92148 0.57133 -5.78264 0.07 0.37 -0.59
C -4.64856 0.65948 -7.24654 -0.11 -0.30 0.01
N -4.43656 0.72763 -8.37859 -0.12 0.00 0.76
H -2.78693 2.37625 -6.29695 -0.07 -0.13 0.01
H -2.83431 3.15358 -4.72097 0.00 -0.15 0.02
H -2.43409 1.43437 -4.83665 0.00 0.04 -0.01
H -5.13882 2.70419 -5.50681 -0.05 -0.13 0.03
H -4.77864 1.81385 -4.03259 -0.07 -0.05 -0.07
H -5.98315 0.36564 -5.62973 0.06 -0.06 -0.14
H -4.35044 -0.25990 -5.36136 0.00 0.01 -0.12
C -8.48986 -1.11586 -3.42147 0.01 0.08 0.01
C -7.38321 -1.98116 -4.01515 -0.08 0.34 0.07
C -7.77906 -3.45482 -4.13446 0.04 -0.03 0.67
C -8.08764 -4.00835 -2.78354 -0.07 -0.26 -0.15
N -8.32640 -4.43326 -1.73730 0.25 0.36 -0.65
H -8.73436 -1.41925 -2.40099 -0.01 -0.04 -0.08
H -8.17503 -0.07073 -3.38211 -0.05 -0.05 -0.03
H -9.39943 -1.17419 -4.02520 0.05 0.02 0.06
H -6.48750 -1.88698 -3.39315 0.00 -0.10 -0.08
H -7.12743 -1.59949 -5.00706 0.01 -0.18 0.00
H -6.96206 -4.02962 -4.57567 -0.12 -0.09 0.08
H -8.65605 -3.56646 -4.77615 0.01 -0.05 0.12